DFT (ωB97M-V with the def2-TZVPD basis set) results for a molecular structure, C9H11ClN2O2ReS at a distorted geometry.

CARTESIAN COORDINATES (ANGSTROEM)
Re1 0.780 0.044 -0.130
Cl1 -3.985 -0.235 0.768
S1 0.136 1.553 1.349
O1 -0.057 -2.773 0.961
O2 3.505 -0.042 1.288
N1 -1.484 0.322 3.148
N2 0.822 0.395 3.605
C1 1.029 -1.359 -1.862
C2 -0.498 0.387 -2.222
C3 1.808 -0.198 -2.029
C4 0.878 0.934 -2.088
C5 -0.242 0.554 2.792
C6 2.519 -0.092 0.687
C7 -0.384 -0.993 -2.020
C8 0.138 -1.709 0.557
C9 -1.719 1.174 -2.559
H1 1.370 -2.389 -1.931
H2 -1.641 2.176 -2.138
H3 -1.874 1.321 -3.630
H4 1.108 1.994 -2.138
H5 -2.607 0.655 -2.196
H6 -1.570 -0.458 3.900
H7 -2.287 0.236 2.456
H8 0.805 -0.187 4.425
H9 1.791 0.545 3.267
H10 -1.211 -1.704 -2.089
H11 2.869 -0.152 -2.171

Results
- HOMO level (spin up / spin down): -15.761 / -17.209 eV
- <S²>: 3.764
- DFT total energy: -42056.2694 eV
- Net charge: +2
- Relative energy (zero: lowest compared OMol25 entry of this formula, charge and spin): 0.4363 eV
- LUMO energy (spin up / spin down): -7.362 / -10.387 eV
- 2S+1: 4
- Molecular weight: 432.93 g/mol
- Kohn-Sham gap (spin up / spin down): 8.40 / 6.82 eV